# 1
ORCA calculation (ωB97M-V/def2-TZVPD) on C33H34Cl10NPSb as an isolated structure.

Geometry (Å):
C 5.23634 1.59520 3.89082
C 3.78036 1.47292 3.38368
P 2.75392 0.42664 4.55727
C 2.68960 -1.20360 3.66367
Sb 0.46367 1.55865 4.51470
N -0.45272 -0.34818 4.78148
H 5.23625 1.51196 4.97789
H 5.68203 2.55828 3.62883
H 5.82793 0.77075 3.49041
H 3.29823 2.44678 3.28882
H 3.75209 0.95251 2.42907
H 2.48854 -1.12884 2.58955
H 3.64797 -1.71318 3.79543
H 1.92949 -1.83250 4.12828
H 0.62138 1.77904 6.26075
H 1.26202 3.12672 4.27251
H 0.31662 1.41533 2.74334
H -1.13142 2.33975 4.61544
H -1.41971 -0.16898 4.51768
H -0.09966 -0.90437 4.00218
Cl 3.22621 2.15788 -0.02578
C 4.78244 2.29662 -0.75376
C 5.73328 1.28957 -0.63684
Cl 5.40001 -0.16755 0.22890
C 6.97908 1.44124 -1.23053
C 7.27765 2.59148 -1.94172
C 6.32850 3.59745 -2.06390
C 5.08613 3.44717 -1.47005
H 7.71321 0.65353 -1.13308
H 8.25168 2.70178 -2.40052
H 6.55105 4.49828 -2.62314
H 4.34228 4.22720 -1.55868
Cl -3.44652 0.28622 3.26627
C -3.23138 0.92216 1.68191
C -2.63041 0.17360 0.67946
Cl -2.08415 -1.44031 0.97588
C -2.45308 0.71709 -0.58391
C -2.87550 2.00895 -0.84814
C -3.47609 2.75947 0.15347
C -3.65153 2.21729 1.41519
H -1.97839 0.12832 -1.35661
H -2.72989 2.43067 -1.83375
H -3.80337 3.77114 -0.04586
H -4.10878 2.79906 2.20276
Cl 6.20169 8.99807 -3.14618
C 5.10436 8.14856 -4.17524
C 5.44177 6.92467 -4.73760
Cl 6.97051 6.18196 -4.42270
C 4.53991 6.26778 -5.56234
C 3.30250 6.83076 -5.82480
C 2.96320 8.05277 -5.26072
C 3.86288 8.70961 -4.43819
H 4.80893 5.31386 -5.99394
H 2.60300 6.31345 -6.46712
H 1.99615 8.49452 -5.45888
H 3.60359 9.66062 -3.99469
Cl -2.31970 -8.73788 0.03615
C -2.69588 -7.13408 -0.49407
C -3.36175 -6.90793 -1.69170
Cl -3.85809 -8.22178 -2.70856
C -3.65114 -5.61242 -2.09188
C -3.27280 -4.54179 -1.29854
C -2.60730 -4.76577 -0.10319
C -2.32000 -6.06044 0.29913
H -4.17351 -5.44496 -3.02322
H -3.49956 -3.53109 -1.61043
H -2.31685 -3.92685 0.51304
H -1.80303 -6.23940 1.23151
Cl -6.70068 -4.30170 -1.47369
C -7.46008 -5.59225 -0.61264
C -8.48339 -5.35326 0.29505
Cl -9.06177 -3.75343 0.59830
C -9.06043 -6.41361 0.97939
C -8.61908 -7.70745 0.75762
C -7.59882 -7.94606 -0.15296
C -7.02124 -6.88973 -0.83640
H -9.85436 -6.22124 1.68734
H -9.07137 -8.52860 1.29722
H -7.24934 -8.95414 -0.33105
H -6.22477 -7.07065 -1.54444

Properties
Molar mass: 951.91 g mol⁻¹
Net charge: -1
2S+1: 1
HOMO-LUMO gap: 0.18346 hartree
Max |F|: 0.828 eV/Å

Löwdin population analysis, charges in e, atoms 1 to 5: -0.207 -0.556 0.638 -0.412 0.461


# 2
ORCA calculation (ωB97M-V/def2-TZVPD) on one molecule with the formula C23H33N3O2S in a non-equilibrium geometry.

Geometry (Å):
C -7.18401 -2.42729 -1.00828
C -6.84726 -2.13169 0.45077
O -5.50708 -2.43908 0.77413
C -4.50466 -1.60436 0.38021
C -3.21205 -2.04916 0.66126
C -2.11770 -1.27965 0.32925
C -2.27443 -0.04637 -0.29418
C -3.56071 0.39004 -0.57630
C -4.66727 -0.37286 -0.24575
H -5.64727 0.00988 -0.48339
H -3.70543 1.33846 -1.07112
C -1.08287 0.79985 -0.65408
N -0.98506 1.96816 0.22911
C -0.84188 1.60324 1.62979
C 0.53506 1.02140 1.96474
N 1.58000 1.95079 1.56333
C 1.47113 2.31493 0.15974
H 2.24125 3.06081 -0.05510
C 0.08273 2.91851 -0.09329
C -0.03731 3.52480 -1.49390
H 0.81565 4.18582 -1.65697
H -0.00737 2.74937 -2.25968
C -1.32128 4.34916 -1.63761
O -2.48904 3.59137 -1.47733
H -2.36400 3.05394 -0.67495
H -1.29853 5.17030 -0.90288
H -1.37430 4.78873 -2.63802
H -0.03749 3.73762 0.62983
H 1.63350 1.45744 -0.51449
C 2.91166 1.49275 1.91789
C 3.37469 0.32068 1.11404
N 2.81036 -0.83207 1.09388
C 3.39127 -1.68661 0.21160
C 4.44212 -1.17288 -0.48617
S 4.72167 0.47136 -0.01094
C 5.25254 -1.91591 -1.48823
C 4.49960 -3.18172 -1.90655
C 3.96550 -3.91994 -0.67978
C 2.89778 -3.08365 0.02466
H 2.64185 -3.50932 0.99660
H 1.98198 -3.06186 -0.57518
H 3.54288 -4.88136 -0.97586
H 4.79031 -4.11164 0.01002
H 5.16754 -3.82993 -2.47602
H 3.66217 -2.90885 -2.55240
H 5.45754 -1.28510 -2.35660
H 6.21798 -2.18505 -1.04565
H 3.60849 2.32317 1.77126
H 2.89861 1.22492 2.97870
H 0.61100 0.87676 3.04498
H 0.66073 0.03989 1.48442
H -1.61863 0.88116 1.88707
H -0.99960 2.50994 2.22156
H -0.17929 0.17410 -0.62894
H -1.21732 1.16843 -1.67303
H -1.12613 -1.64481 0.55762
H -3.09430 -3.00576 1.14562
H -7.07778 -1.08866 0.70091
H -7.43812 -2.77924 1.10517
H -8.23569 -2.22360 -1.19042
H -6.58374 -1.81514 -1.67687
H -6.98270 -3.47291 -1.22748

Properties
Molar mass: 415.60 g mol⁻¹
Net charge: 0
SMILES string: CCOc1ccc(CN2CCN(Cc3nc4c(s3)CCCC4)C[C@H]2CCO)cc1
2S+1: 1
HOMO-LUMO gap: 0.32505 hartree
Max |F|: 1.001 eV/Å

natural (NBO) population analysis, charges in e, atoms 1 to 5: -0.638 -0.062 -0.496 0.310 -0.260


# 3
ORCA calculation (ωB97M-V/def2-TZVPD) on a 9-piece molecular cluster, C40H45Br2N3O24 overall in a non-equilibrium geometry.

Geometry (Å):
C 1.86030 2.44341 -1.75096
C 0.55064 1.74921 -2.39533
C 0.63091 0.16726 -2.42626
Br 1.85448 -0.45218 -0.95089
C -0.75590 -0.53802 -2.10700
C -2.04041 0.19612 -2.32746
N -3.28907 -0.26973 -2.06102
C -3.20359 -1.55417 -1.53793
C -4.49463 -2.22814 -1.13051
C -5.89198 -1.52478 -1.23572
C -7.02459 -2.38419 -1.62026
C -8.36230 -1.73775 -1.67975
C -8.43543 -0.29283 -1.32414
C -7.16749 0.37041 -0.98677
N -5.92120 -0.19111 -0.92271
C -4.53409 -3.60028 -0.59725
C -3.26118 -4.38765 -0.44533
Br -3.35553 -6.22350 0.21543
C -2.01679 -3.72519 -0.80177
C -1.95998 -2.32192 -1.34516
N -0.69933 -1.81350 -1.63561
H 2.81319 1.98384 -2.12057
H 1.75542 2.40707 -0.62805
H 1.86436 3.54473 -2.00653
H -0.32873 2.16578 -1.84070
H 0.54965 2.09436 -3.47432
H 1.06831 -0.26538 -3.36012
H -1.96930 1.23545 -2.75054
H -6.92951 -3.47447 -1.85514
H -9.26935 -2.33310 -1.95053
H -9.42313 0.23711 -1.32296
H -7.23046 1.46996 -0.74913
H -5.50507 -4.08007 -0.33314
H -1.06036 -4.28206 -0.66692
C -0.72020 6.92502 -4.12116
C -0.78118 6.31445 -2.75164
O -0.21548 5.02156 -2.95775
C 0.57786 5.09746 -4.06002
O 1.32625 4.23417 -4.40789
O 0.40888 6.27634 -4.71013
H -0.57590 8.00399 -4.09164
H -1.60074 6.70370 -4.71532
H -0.17170 6.85494 -2.02291
H -1.79989 6.23908 -2.37308
C 0.99710 -3.03271 1.78115
C 1.70744 -4.35469 1.83650
O 2.44397 -4.26706 3.05318
C 1.81130 -3.35948 3.84461
O 2.07334 -3.17217 4.99306
O 0.84556 -2.69548 3.15879
H 0.02736 -3.09938 1.28840
H 1.59012 -2.25807 1.29060
H 1.01680 -5.20007 1.90154
H 2.37378 -4.50689 0.98796
C -3.31493 1.47013 1.89780
C -2.66620 1.47565 0.54400
O -2.37831 2.85550 0.33402
C -2.30002 3.44315 1.55921
O -1.91112 4.55279 1.74864
O -2.72268 2.59807 2.53827
H -3.11255 0.55570 2.45484
H -4.39629 1.62104 1.84448
H -1.72774 0.91175 0.52643
H -3.32302 1.09391 -0.23344
C 5.05492 -1.89159 4.37123
C 6.00036 -2.87963 3.75293
O 6.29329 -2.28905 2.48723
C 6.06938 -0.95237 2.60302
O 6.37472 -0.14501 1.78071
O 5.45212 -0.65538 3.77926
H 5.14548 -1.84950 5.45607
H 4.01537 -2.08893 4.11100
H 6.92902 -2.98155 4.31907
H 5.55370 -3.86216 3.62973
C 7.11527 -6.24601 7.95799
C 5.97021 -5.27514 7.97299
O 5.99548 -4.73162 6.65672
C 6.61422 -5.64171 5.85654
O 6.65233 -5.57018 4.66730
O 7.17955 -6.63749 6.58726
H 6.94151 -7.10775 8.60127
H 8.06320 -5.78011 8.23808
H 5.00669 -5.76578 8.13414
H 6.09815 -4.49244 8.71907
C 9.13274 -1.04367 9.78889
C 7.94495 -1.66298 9.10806
O 8.13135 -3.05542 9.35013
C 8.90922 -3.17153 10.46227
O 9.11579 -4.19661 11.03102
O 9.41593 -1.96760 10.83630
H 8.91533 -0.05496 10.19129
H 10.00400 -0.97596 9.13253
H 6.99653 -1.35059 9.55277
H 7.91976 -1.45397 8.03893
C -4.36914 5.36783 -6.95374
C -5.29667 5.08824 -5.81673
O -4.71175 5.81719 -4.73745
C -3.96300 6.81022 -5.28499
O -3.46972 7.70375 -4.66348
O -3.84471 6.65598 -6.63117
H -4.88069 5.38678 -7.91366
H -3.54385 4.65492 -7.00573
H -6.30556 5.47133 -5.99553
H -5.35743 4.03212 -5.58154
C -4.54676 1.15019 -10.02699
C -4.44218 2.61999 -10.31832
O -4.89556 3.21520 -9.10508
C -4.70419 2.30579 -8.11257
O -4.82240 2.54333 -6.94808
O -4.36065 1.09335 -8.61521
H -3.78575 0.56634 -10.54327
H -5.53157 0.74333 -10.26996
H -3.41362 2.93839 -10.50549
H -5.06504 2.92534 -11.15827

Properties
Molar mass: 1111.60 g mol⁻¹
Net charge: 0
SMILES string: CC[C@@H](Br)c1cnc2c(-c3ccccn3)cc(Br)cc2n1.O=C1OCCO1.O=C1OCCO1.O=C1OCCO1.O=C1OCCO1.O=C1OCCO1.O=C1OCCO1.O=C1OCCO1.O=C1OCCO1
2S+1: 1
HOMO-LUMO gap: 0.28640 hartree
Max |F|: 4.102 eV/Å

Löwdin population analysis, charges in e, atoms 1 to 5: -0.163 -0.265 -0.519 0.715 -0.252


# 4
ORCA calculation (ωB97M-V/def2-TZVPD) on a 2-piece molecular cluster, C2H4NP overall in a non-equilibrium geometry.

Geometry (Å):
C -0.49340 -0.90951 -0.32387
C -0.16116 0.25473 0.42411
N 0.76412 1.15909 -0.26502
P 1.33425 -0.46339 0.06044
H -0.54709 -1.75684 0.32313
H -0.94328 -0.90814 -1.29113
H -0.53223 1.08503 2.20436
H 0.57878 1.53904 -1.13202

Properties
Molar mass: 73.03 g mol⁻¹
Net charge: 0
2S+1: 1
HOMO-LUMO gap (spin up / spin down): 0.30776 / 0.30451 hartree
Max |F|: 5.524 eV/Å

natural (NBO) population analysis, charges in e, atoms 1 to 5: -0.652 -0.140 -0.871 0.816 0.224


# 5
ORCA calculation (ωB97M-V/def2-TZVPD) on C24H15N6O8SeZn as an isolated structure in a non-equilibrium geometry.

Geometry (Å):
Zn -0.03291 0.49883 0.87723
O -3.66855 2.40947 1.00838
C -2.48057 2.17500 0.87395
N -1.59038 1.45054 1.66315
C -2.14634 0.98483 2.84851
O -2.92972 1.55423 3.64826
C -1.60691 -0.28426 3.42422
C -1.95576 -0.73215 4.72248
C -1.47415 -1.93719 5.15447
C -0.77233 -2.76808 4.28531
C -0.40236 -2.24740 3.05714
N -0.87566 -1.05599 2.63805
C -1.73342 2.90776 -0.17095
C -2.21699 4.15951 -0.58886
C -1.54320 4.86433 -1.57569
C -0.50909 4.23854 -2.26216
C -0.06713 2.97816 -1.79915
N -0.72825 2.32785 -0.81845
H -2.54445 -0.09370 5.37192
H -1.74463 -2.30382 6.11983
H -0.27344 -3.64063 4.61088
H 0.29901 -2.77848 2.43264
H -3.09382 4.61255 -0.06850
H -1.86267 5.90826 -1.86143
H 0.05014 4.78029 -3.06051
H 0.72882 2.46605 -2.35249
O -0.12907 -4.06641 -4.74313
N 0.91889 -3.45672 -4.47890
O 1.98451 -3.61446 -5.12454
C 0.94733 -2.48266 -3.37097
C 2.15535 -1.85949 -3.26471
C 2.30743 -0.81410 -2.33384
C 3.47792 -0.00726 -2.28315
C 3.85683 0.72329 -1.17936
C 2.86512 0.89450 -0.08206
N 1.55612 0.30357 -0.33746
C 1.33462 -0.55718 -1.34568
C 0.07598 -1.23073 -1.47049
N -0.81592 -0.93394 -0.52478
C -2.05499 -1.38933 -0.65440
C -2.44817 -2.25721 -1.69422
C -1.49514 -2.66038 -2.58295
C -0.15780 -2.19520 -2.48437
H 2.99042 -2.28626 -3.86617
H 4.00117 -0.03394 -3.24253
H 4.79997 1.26841 -1.16198
H 2.71107 1.90885 0.27686
H -2.79866 -1.01634 0.07106
H -3.49351 -2.42386 -1.88864
H -1.68258 -3.38208 -3.41444
O 3.82277 1.01564 3.68033
Se 2.84413 0.20603 2.70820
O 2.62800 -1.39877 3.02691
O 1.38781 1.05545 2.54726
O 3.58517 0.21606 1.03995

Properties
Molar mass: 659.77 g mol⁻¹
Net charge: -1
2S+1: 1
HOMO-LUMO gap: 0.24667 hartree
Max |F|: 3.273 eV/Å

natural (NBO) population analysis, charges in e, atoms 1 to 5: 1.698 -0.585 0.632 -0.883 0.648


# 6
ORCA calculation (ωB97M-V/def2-TZVPD) on one molecule with the formula C6H8 in a non-equilibrium geometry.

Geometry (Å):
C -1.49720 0.83688 -0.02262
C -0.18795 -0.74654 -0.36135
C -0.39447 1.74054 0.56915
C 0.91765 1.02327 0.83827
C 0.93296 -0.35563 0.18447
C -0.63330 -1.93308 -1.09295
H -0.47169 2.14038 -0.49138
H -0.68553 2.28810 1.42643
H 1.77613 1.68852 0.65144
H 0.92144 0.82391 1.92017
H 1.96101 -0.82400 0.29561
H -1.08459 -1.84028 -2.12591
H -1.60879 -2.10185 -0.61347
H 0.05433 -2.74023 -1.17784

Properties
Molar mass: 80.13 g mol⁻¹
Net charge: 0
2S+1: 1
HOMO-LUMO gap: 0.31928 hartree
Max |F|: 4.553 eV/Å

natural (NBO) population analysis, charges in e, atoms 1 to 5: 0.145 -0.018 -0.597 -0.439 -0.267


# 7
ORCA calculation (ωB97M-V/def2-TZVPD) on C29H21CoF5N3O3 as an isolated structure in a non-equilibrium geometry.

Geometry (Å):
Co -0.10054 0.31689 0.27440
C -0.49688 1.24483 -2.03604
C -0.96026 2.63950 -1.71148
C -1.06888 3.56571 -2.73595
C -1.41717 4.88000 -2.46817
C -1.58909 5.26471 -1.15196
C -1.48846 4.36783 -0.09153
C -1.49669 4.91711 1.30431
C -1.25224 3.00476 -0.38282
N -1.09024 2.00064 0.59005
C -1.86061 1.87883 1.69522
O -2.90854 2.42173 2.02410
C -1.24313 0.85521 2.64662
C -1.70818 0.47321 3.89287
C -0.99788 -0.52008 4.56186
C 0.12546 -1.12607 4.00008
C 0.50769 -0.70621 2.73952
N -0.15891 0.27680 2.15798
C 1.62862 -1.25259 1.85246
O 2.49851 -1.95548 2.35692
N 1.49268 -0.81099 0.58246
C 2.47770 -1.14222 -0.38523
C 3.23709 -0.11270 -0.94593
C 3.13514 1.31517 -0.47267
C 4.13598 -0.41921 -1.96555
C 4.28109 -1.71540 -2.42260
C 3.50919 -2.72710 -1.86861
C 2.59903 -2.46033 -0.85538
C 1.71759 -3.54911 -0.31618
H -0.10060 1.18294 -3.05067
H -1.28004 0.49628 -1.92611
H 0.39457 0.95906 -1.43812
H -0.85967 3.24831 -3.75091
H -1.50101 5.60234 -3.26919
H -1.77717 6.30791 -0.92168
H -1.36277 6.00020 1.27345
H -0.67460 4.49207 1.88674
H -2.40803 4.67459 1.84246
H -2.60268 0.92843 4.29062
H -1.34405 -0.85030 5.53391
H 0.67186 -1.91260 4.49951
H 2.40199 1.44313 0.32241
H 2.86513 1.98540 -1.29195
H 4.09577 1.65696 -0.08122
H 4.72967 0.37930 -2.39670
H 4.98250 -1.93887 -3.21670
H 3.59817 -3.74293 -2.23571
H 1.85449 -4.46800 -0.88689
H 0.66682 -3.26074 -0.38022
H 1.93845 -3.74382 0.73249
F -2.47709 -6.01830 -1.15799
C -2.31945 -4.71494 -0.85426
C -1.38010 -3.94356 -1.51298
F -0.62207 -4.49625 -2.47405
C -1.21713 -2.60799 -1.19410
F -0.28420 -1.91540 -1.88347
C -1.97379 -1.95788 -0.20472
O -1.83065 -0.71233 0.11139
C -2.91876 -2.78069 0.43808
F -3.68160 -2.25486 1.41250
C -3.08948 -4.11596 0.12713
F -4.00260 -4.84694 0.78817

Properties
Molar mass: 613.43 g mol⁻¹
Net charge: -1
2S+1: 2
HOMO-LUMO gap (spin up / spin down): 0.29096 / 0.28736 hartree
Max |F|: 1.109 eV/Å

natural (NBO) population analysis, charges in e, atoms 1 to 5: 1.194 -0.636 0.031 -0.240 -0.245


# 8
ORCA calculation (ωB97M-V/def2-TZVPD) on C4H6N2O as an isolated structure in a non-equilibrium geometry.

Geometry (Å):
N -2.04881 0.11104 -0.27302
C -0.65859 -0.06816 -0.10479
C 0.27877 0.63291 0.62146
O 0.00789 1.88537 1.13152
C 1.54843 0.01602 0.47106
C 1.33201 -1.07022 -0.33573
N 0.00661 -1.11029 -0.67894
H -2.25542 1.09803 -0.40122
H -2.51071 -0.14618 0.59628
H 0.23326 1.87190 0.04989
H 2.48594 0.33509 0.90808
H 2.01906 -1.82171 -0.68592
H -0.43640 -1.73834 -1.32627

Properties
Molar mass: 98.10 g mol⁻¹
Net charge: 0
2S+1: 1
HOMO-LUMO gap: 0.32444 hartree
Max |F|: 4.160 eV/Å

natural (NBO) population analysis, charges in e, atoms 1 to 5: -0.831 0.194 0.078 -0.670 -0.343


# 9
ORCA calculation (ωB97M-V/def2-TZVPD) on a 9-piece molecular cluster, H18O9 overall in a non-equilibrium geometry.

Geometry (Å):
H -1.47293 -0.54835 -0.46204
H -0.48441 -0.28000 -1.41227
H 0.06208 2.42596 0.85031
H 1.30096 2.39803 1.83717
H 3.36839 1.55457 -1.01103
H 4.07296 2.50082 -1.69182
H 4.58731 -1.61351 -0.90863
H 3.24711 -1.88671 -0.21620
H -4.86371 -3.08916 -1.23785
H -5.23735 -1.68344 -1.90825
H -2.66473 -0.40832 2.68715
H -2.41615 1.10458 2.75104
H -2.45046 4.88413 -0.75635
H -1.91860 3.63225 -1.48153
H 0.67646 -4.51114 0.94555
H 0.63518 -3.01345 1.11743
H 0.42913 0.00416 -0.00161
H 1.55391 -0.86027 -0.79603
O -0.98260 -1.02152 -1.18351
O 0.69038 2.95904 1.24941
O 3.64522 2.48029 -0.87983
O 4.19118 -2.16717 -0.22447
O -5.24154 -2.13030 -1.05492
O -2.41552 0.33023 2.18142
O -2.03273 4.01567 -0.68308
O 1.26622 -3.75239 0.78158
O 1.07624 -0.79012 0.02528

Properties
Molar mass: 162.13 g mol⁻¹
Net charge: 0
SMILES string: O.O.O.O.O.O.O.O.O
2S+1: 1
HOMO-LUMO gap: 0.39149 hartree
Max |F|: 4.857 eV/Å

natural (NBO) population analysis, charges in e, atoms 1 to 5: 0.465 0.433 0.459 0.477 0.450